Density functional theory data (ωB97M-V/def2-TZVPD) for a structure of composition C38H24AsClF9N2O2STc at a distorted geometry.

Geometry as XYZ:
```
79
Properties=species:S:1:pos:R:3:mulliken_charge:R:1
Tc -0.276 0.618 0.402 0.01
Cl -4.812 5.466 -2.107 -0.21
C -3.994 4.027 -1.615 0.12
C -4.177 2.782 -2.257 -0.77
C -3.516 1.692 -1.763 -0.40
C -2.679 1.769 -0.662 0.66
O -2.131 0.703 -0.178 0.66
C -2.521 3.034 0.024 0.39
C -1.594 3.292 1.114 -0.19
N -0.592 2.511 1.371 1.14
C 0.494 2.870 2.269 -0.22
C 0.452 3.981 3.058 -0.56
C 1.590 4.249 3.893 -0.91
C 2.650 3.439 3.925 -0.81
C 2.738 2.278 3.091 0.64
C 3.812 1.416 2.967 -0.72
C 3.852 0.368 2.092 -1.17
C 2.652 0.068 1.436 -0.65
N 1.598 0.869 1.468 0.96
C 1.647 2.005 2.259 0.40
C -3.250 4.110 -0.488 -1.36
H -4.970 2.691 -3.013 0.40
H -3.692 0.772 -2.292 0.43
H -1.701 4.313 1.519 0.16
H -0.426 4.581 3.209 0.48
H 1.555 5.105 4.613 0.33
H 3.548 3.585 4.589 0.36
H 4.702 1.630 3.582 0.40
H 4.778 -0.194 1.951 0.50
H 2.574 -0.783 0.784 0.55
H -3.032 5.042 0.007 0.45
S 0.419 2.035 -1.544 -0.37
C 1.630 1.233 -2.589 0.31
C 2.462 1.965 -3.305 -0.50
C 3.415 1.296 -4.114 -0.69
C 3.401 -0.075 -4.239 -0.88
C 2.551 -0.839 -3.488 -0.15
C 1.617 -0.196 -2.681 -0.53
As 0.374 -1.031 -1.434 1.63
C -1.124 -1.765 -2.432 0.34
C -2.290 -2.105 -1.723 0.24
C -3.323 -2.616 -2.446 -0.71
C -3.295 -2.739 -3.804 -0.71
C -2.196 -2.240 -4.460 -0.48
C -1.082 -1.804 -3.810 -0.73
C 1.413 -2.595 -0.821 0.78
C 0.708 -3.792 -0.544 -0.65
C 1.479 -4.950 -0.280 -0.76
C 2.833 -4.919 -0.304 -0.65
C 3.541 -3.705 -0.535 -0.82
C 2.801 -2.600 -0.905 -0.11
H 2.401 3.033 -3.284 0.55
H 3.982 1.962 -4.723 0.39
H 4.138 -0.527 -4.881 0.43
H 2.490 -1.934 -3.486 0.52
H -2.398 -1.907 -0.652 0.21
H -4.149 -3.107 -1.865 0.32
H -4.201 -2.962 -4.360 0.40
H -2.196 -2.309 -5.590 0.29
H -0.229 -1.430 -4.360 0.41
H -0.341 -3.813 -0.410 0.46
H 0.980 -5.889 -0.087 0.44
H 3.446 -5.755 -0.003 0.37
H 4.610 -3.642 -0.338 0.42
H 3.340 -1.641 -1.069 0.44
F -3.579 -0.601 3.984 -0.28
C -2.890 -0.561 2.804 0.13
F -2.971 0.667 2.266 -0.17
F -3.579 -1.346 1.981 -0.28
C -1.406 -1.076 2.927 1.08
O -0.675 -0.729 1.764 -0.02
C -1.368 -2.589 2.937 0.22
F -0.127 -3.034 3.162 -0.25
F -1.671 -3.133 1.766 -0.11
F -2.102 -3.060 3.918 -0.24
C -0.678 -0.495 4.197 0.35
F -0.804 0.805 4.135 -0.23
F 0.629 -0.814 4.179 -0.25
F -1.266 -0.961 5.295 -0.24
```

Properties
* strongest force on any atom: 4.63 eV/A
* expectation value of S²: 3.7823
* HOMO (spin up / spin down): -10.62 / -10.82 eV
* energy above the lowest of the compared OMol25 structures with the same formula, charge and spin: 6.1 kcal per mole
* LUMO energy (spin up / spin down): -3.83 / -4.20 eV
* spin multiplicity: 4
* molar mass: 952.0 g mol⁻¹
* net charge: +1